Record 1
15
Properties=species:S:1:pos:R:3:lowdin_charge:R:1 method="wB97M-V/def2-TZVPD" lumo_energy_ha=-0.0583 e_homo_ev=-9.937 relative_energy_kj_mol=251.1 homo_lumo_gap_ev=8.3516 fmax_ha_per_bohr=0.13028 charge=0
C 1.06 0.26 0.21 -0.483
C 2.60 0.52 0.18 -0.614
N 0.73 -0.99 -0.13 -0.076
N 0.35 1.27 0.53 0.090
N -1.88 -0.86 0.42 -0.245
O -0.92 -2.71 -1.09 -0.241
O -0.98 -0.34 -1.74 -0.438
F 2.98 0.87 -1.05 0.166
F 2.86 1.48 1.03 0.175
F 3.21 -0.63 0.47 0.152
P -1.78 0.82 0.24 0.063
S -0.71 -1.35 -0.76 0.511
Cl -2.51 1.73 1.79 0.408
Cl -2.87 1.28 -1.25 0.519
H -2.13 -1.36 1.14 0.013

Record 2
7
Properties=species:S:1:pos:R:3:lowdin_charge:R:1 method="wB97M-V/def2-TZVPD" smiles="FC(Cl)(Cl)C=S" lumo_energy_ha=-0.0372 e_homo_ev=-9.575 relative_energy_kj_mol=56.6 homo_lumo_gap_ev=8.5644 fmax_ha_per_bohr=0.04588 charge=0
F -1.37 0.42 0.97 -0.110
C -0.29 -0.31 0.45 -1.270
Cl 0.51 -1.16 1.76 0.674
Cl -1.05 -1.49 -0.68 0.627
C 0.45 0.64 -0.52 -0.761
S 1.87 0.38 -1.11 0.770
H -0.12 1.52 -0.87 0.069

Record 3
7
Properties=species:S:1:pos:R:3:lowdin_charge:R:1 method="wB97M-V/def2-TZVPD" lumo_energy_ha="-0.0904 / -0.1332" e_homo_ev="-10.919 / -8.995" relative_energy_kj_mol=243.0 homo_lumo_gap_ev="8.4583 / 5.3720" fmax_ha_per_bohr=0.02795 charge=0
C -0.88 -0.67 0.79 -0.440
C 0.28 -0.45 0.00 -1.115
N -1.87 -0.93 1.30 0.199
S 1.49 0.48 0.81 0.837
Cl 0.38 -1.23 -1.55 0.671
Cl -1.43 1.80 -1.06 -0.050
H 2.02 1.01 -0.28 -0.102

| no. | total energy (eV) | M (g mol⁻¹) |
| --- | --- | --- |
| 1 | -63974.7954 | 290.0 |
| 2 | -40686.5485 | 147.0 |
| 3 | -39456.9338 | 142.0 |